Density functional theory data (ωB97M-V/def2-TZVPD) for an isolated molecule of C4H7NO.

```
13
Properties=species:S:1:pos:R:3:lowdin_charge:R:1
C -0.97154 1.25539 0.39856 -0.0641
C 0.06914 0.45970 -0.37223 -0.2394
C 1.17298 -0.29337 0.44784 -0.0903
N 0.56188 -1.55236 -0.06367 0.0886
C -0.35968 -0.95368 -0.82317 -0.5171
O -1.12873 -1.53573 -1.55581 0.0605
H -1.83083 1.47055 -0.24494 0.0835
H -1.33564 0.68832 1.26253 0.0857
H -0.56741 2.20826 0.75643 0.0768
H 0.47759 1.04297 -1.20433 0.1411
H 1.09944 -0.15350 1.53521 0.1101
H 2.20403 -0.08138 0.13591 0.1081
H 0.56750 -2.54325 -0.29715 0.1562
```

Maximum force ... 1.8 eV Å⁻¹
SMILES ... C[C@H]1CNC1=O
ΔE to the lowest compared entry with this formula, charge and spin ... 29.41 kcal per mole
Spin multiplicity ... 1
Gap between HOMO and LUMO ... 10.6 eV
Lowest unoccupied orbital energy ... 0.985 eV